25
Properties=species:S:1:pos:R:3:forces:R:3:mulliken_charge:R:1 method="wB97M-V/def2-TZVPD" largest_force_ha_per_bohr=0.1215 gap_ev=9.5 total_charge=+1 de_lowest_kj_mol=499.99
C -0.36455 1.22298 -0.32035 0.44 6.04 -1.55 0.1529
C 2.76855 -2.26498 -0.61263 1.84 0.16 0.79 -0.3064
C -2.41165 -0.81415 0.05994 1.93 -2.66 -1.50 -0.1378
C -1.13794 -0.89115 -0.36592 -2.44 -3.05 -0.76 -0.1599
C 2.37004 -0.98185 -0.03903 -0.59 1.48 1.29 -0.4404
C -3.37355 -1.92300 -0.22679 -1.07 1.91 -0.19 -1.4102
C 0.93345 2.83063 1.05029 -1.87 3.42 -1.30 -1.1184
C 0.72897 2.22984 -0.32543 -0.88 2.16 -0.26 -0.7227
N -0.14174 0.02172 -0.23765 -0.24 -1.15 0.48 0.1922
N 3.04419 -1.73614 0.72997 0.45 -1.27 -0.64 -0.0624
H -1.28950 1.75655 -0.60334 -0.30 -1.44 0.61 0.4783
H 2.14985 -3.08316 -0.66899 -1.58 -1.64 -0.19 0.2733
H 3.63248 -2.27132 -1.20612 0.85 -0.09 -1.18 0.2373
H -2.79769 -0.09998 0.69336 -0.44 1.93 1.19 0.4794
H -0.83051 -1.75617 -0.98745 -0.27 0.47 0.59 0.3032
H -4.19013 -1.52957 -0.84068 0.22 -0.06 -0.45 0.3336
H -3.91926 -2.13457 0.64439 -0.57 -0.33 1.64 0.3878
H -3.06390 -2.85661 -0.58399 1.07 -0.99 -0.88 0.3982
H 1.65169 3.68545 0.95847 -0.28 -1.11 0.46 0.3240
H 1.12037 2.11371 1.75672 0.93 -1.46 1.99 0.3852
H -0.05363 3.35052 1.29934 1.21 -0.70 0.13 0.3234
H 0.38388 3.16570 -0.89409 0.46 -1.76 0.09 0.2903
H 1.64388 1.87344 -0.72361 0.80 -0.55 -0.47 0.3718
H 3.61484 -2.08214 1.50183 -0.53 0.88 -0.02 0.2762
H 0.85668 -0.27621 -0.14527 0.84 -0.17 0.13 0.1513

23
Properties=species:S:1:pos:R:3:forces:R:3:mulliken_charge:R:1 method="wB97M-V/def2-TZVPD" largest_force_ha_per_bohr=0.1047 smiles="O=C1CC2(CC2)C2=CC=CCN12" gap_ev=9.0 total_charge=0 de_lowest_kj_mol=284.77
O 2.46092 -1.86582 -0.21412 0.61 0.89 -0.10 -0.6620
C 1.69444 -0.95380 0.03425 -1.70 -2.28 0.41 0.4464
C 1.91151 0.30149 0.86793 0.60 0.21 -1.20 -0.4945
C 0.66135 1.09451 0.61400 -2.38 1.09 -0.28 0.8785
C 0.36117 2.58189 0.92021 0.38 -0.30 -0.56 -0.8253
C 0.67979 2.12035 -0.47109 0.73 0.51 -0.74 -0.7655
C -0.47853 0.16904 0.29498 2.22 -3.49 -0.47 -0.3213
C -1.80614 0.01936 0.38288 -1.12 1.88 0.94 -0.0895
C -2.41285 -1.28124 0.07770 1.74 1.27 -0.81 -0.5151
C -1.72348 -2.15407 -0.62834 -0.61 -3.57 -0.44 -0.3677
C -0.29910 -1.99434 -1.14929 -0.55 -0.13 -0.58 -0.5779
N 0.34815 -1.08321 -0.27606 -1.30 4.82 2.00 0.0528
H 2.16110 0.09102 1.90303 -0.15 -0.20 0.07 0.2987
H 2.78372 0.75985 0.37756 -0.14 0.21 0.49 0.3376
H 1.06445 3.23509 1.45108 -0.23 -0.62 -0.12 0.2991
H -0.68050 2.89871 0.95493 0.22 -0.31 0.60 0.2342
H -0.13126 2.14042 -1.18439 -0.07 -0.14 0.03 0.2456
H 1.63851 2.24632 -0.94551 0.31 0.50 0.11 0.2821
H -2.54126 0.85349 0.72970 1.81 -1.41 -0.43 0.2401
H -3.39395 -1.50460 0.37258 -1.14 -0.11 0.46 0.4325
H -2.25992 -3.16079 -0.77180 1.14 1.46 -0.11 0.2484
H 0.34431 -2.89266 -1.11826 -0.77 0.03 -0.28 0.4025
H -0.38243 -1.62101 -2.22196 0.42 -0.31 1.00 0.2203

Number 1: HOMO energy -13.18 eV. Number 2: HOMO energy -8.19 eV.